Entry 1:
{"formula": "C19H29N3O4S2", "method": "ωB97M-V/def2-TZVPD", "homo_energy_ev": -8.13, "smiles": "CSc1ccc(CCNC(=O)[C@@H]2CCCN(S(=O)(=O)N3CCOCC3)C2)cc1", "e_above_lowest_ev": 0.000, "homo_lumo_gap_ha": 0.320, "charge": 0, "symbols": ["C", "S", "C", "C", "C", "C", "C", "C", "N", "C", "O", "C", "C", "C", "C", "N", "S", "O", "O", "N", "C", "C", "O", "C", "C", "C", "C", "C", "H", "H", "H", "H", "H", "H", "H", "H", "H", "H", "H", "H", "H", "H", "H", "H", "H", "H", "H", "H", "H", "H", "H", "H", "H", "H", "H", "H", "H"], "coordinates": [[-3.45, -2.35, 1.19], [-3.00, -2.97, -0.46], [-1.24, -3.12, -0.28], [-0.66, -3.55, 0.90], [0.71, -3.56, 1.04], [1.53, -3.15, -0.01], [3.01, -3.01, 0.20], [3.29, -1.71, 0.99], [2.67, -0.57, 0.36], [3.34, 0.20, -0.51], [4.54, 0.09, -0.70], [2.55, 1.27, -1.27], [3.07, 2.66, -0.85], [2.58, 3.01, 0.55], [1.06, 2.96, 0.59], [0.61, 1.65, 0.19], [-0.56, 0.85, 1.00], [-0.60, 1.36, 2.33], [-0.33, -0.55, 0.79], [-2.05, 1.17, 0.32], [-2.32, 0.64, -0.99], [-3.83, 0.70, -1.23], [-4.31, 2.02, -1.09], [-4.03, 2.53, 0.20], [-2.53, 2.53, 0.48], [1.03, 1.23, -1.13], [0.94, -2.78, -1.21], [-0.43, -2.77, -1.35], [-2.72, -1.61, 1.50], [-3.50, -3.18, 1.90], [-4.44, -1.91, 1.10], [-1.28, -3.86, 1.73], [1.15, -3.87, 1.97], [3.53, -2.95, -0.76], [3.41, -3.85, 0.76], [4.37, -1.53, 1.03], [2.89, -1.80, 2.00], [1.67, -0.51, 0.46], [2.80, 1.12, -2.33], [2.72, 3.41, -1.56], [4.16, 2.64, -0.88], [2.98, 2.29, 1.27], [2.92, 4.01, 0.83], [0.64, 3.73, -0.08], [0.68, 3.12, 1.60], [-1.97, -0.39, -1.01], [-1.81, 1.23, -1.77], [-4.08, 0.39, -2.24], [-4.34, 0.05, -0.51], [-4.43, 3.55, 0.22], [-4.54, 1.92, 0.96], [-2.32, 2.83, 1.51], [-2.03, 3.21, -0.22], [0.60, 1.90, -1.89], [0.64, 0.22, -1.29], [1.57, -2.48, -2.04], [-0.89, -2.47, -2.29]]}

---

Entry 2:
{"formula": "C2H2F2O2Rb", "method": "ωB97M-V/def2-TZVPD", "homo_energy_ev": -14.10, "homo_lumo_gap_ha": 0.361, "charge": 1, "symbols": ["F", "H", "O", "O", "C", "C", "F", "H", "Rb"], "coordinates": [[1.39, 0.45, 1.10], [-0.34, -2.00, -0.56], [0.72, -0.25, -0.99], [1.86, -0.34, -0.06], [-0.36, -0.91, -0.50], [-1.12, -0.25, 0.42], [-1.29, 1.06, 0.24], [-1.82, -0.73, 1.11], [0.95, 2.97, -0.76]]}

---

Entry 3:
{"formula": "C27H72N4O11", "method": "ωB97M-V/def2-TZVPD", "homo_energy_ev": -8.49, "smiles": "COCCNCCOC.COCCNCCOC.COCCNCCOC.COCCNCCOC.CO.CO.CO", "e_above_lowest_ev": 15.685, "homo_lumo_gap_ha": 0.328, "charge": 0, "symbols": ["C", "O", "C", "C", "N", "C", "C", "O", "C", "H", "H", "H", "H", "H", "H", "H", "H", "H", "H", "H", "H", "H", "H", "H", "C", "O", "C", "C", "N", "C", "C", "O", "C", "H", "H", "H", "H", "H", "H", "H", "H", "H", "H", "H", "H", "H", "H", "H", "C", "O", "C", "C", "N", "C", "C", "O", "C", "H", "H", "H", "H", "H", "H", "H", "H", "H", "H", "H", "H", "H", "H", "H", "C", "O", "C", "C", "N", "C", "C", "O", "C", "H", "H", "H", "H", "H", "H", "H", "H", "H", "H", "H", "H", "H", "H", "H", "C", "O", "H", "H", "H", "H", "C", "O", "H", "H", "H", "H", "C", "O", "H", "H", "H", "H"], "coordinates": [[-6.25, 1.51, 2.28], [-5.81, 0.30, 1.76], [-4.53, -0.02, 2.18], [-4.16, -1.24, 1.32], [-2.77, -1.75, 1.50], [-2.43, -2.92, 0.74], [-0.90, -3.07, 0.83], [-0.40, -4.24, 0.29], [0.92, -4.60, 0.44], [-7.07, 1.79, 1.73], [-5.67, 2.36, 2.24], [-6.47, 1.54, 3.39], [-4.45, -0.12, 3.22], [-4.10, 0.96, 2.00], [-4.38, -0.90, 0.31], [-5.03, -1.96, 1.46], [-2.75, -1.86, 2.42], [-2.83, -2.62, -0.23], [-2.93, -3.89, 1.11], [-0.43, -3.32, 1.85], [-0.50, -2.20, 0.37], [1.68, -3.73, 0.14], [1.30, -5.66, -0.17], [1.23, -4.91, 1.47], [-1.52, 3.37, 6.70], [-0.39, 3.19, 5.88], [-0.43, 2.08, 4.97], [1.02, 1.97, 4.45], [1.13, 0.76, 3.56], [2.50, 0.60, 3.00], [2.52, -0.86, 2.52], [3.88, -1.17, 2.20], [4.24, -2.55, 1.98], [-1.33, 4.26, 7.38], [-1.92, 2.43, 7.29], [-2.34, 3.59, 6.18], [-0.97, 2.19, 4.23], [-0.72, 1.18, 5.45], [1.73, 1.97, 5.18], [0.90, 2.86, 4.01], [0.38, 0.72, 2.84], [3.35, 0.80, 3.51], [2.68, 1.35, 2.20], [2.03, -1.12, 1.55], [2.13, -1.39, 3.44], [3.78, -3.01, 1.07], [3.79, -3.31, 2.69], [5.42, -2.67, 1.90], [5.56, 2.01, -6.04], [4.30, 2.26, -5.48], [4.32, 3.36, -4.65], [2.90, 3.42, -3.93], [2.87, 4.23, -2.67], [1.60, 4.33, -2.07], [1.68, 4.52, -0.54], [0.49, 4.47, 0.14], [0.60, 4.64, 1.46], [6.50, 2.02, -5.55], [5.83, 2.69, -6.90], [5.60, 0.97, -6.26], [4.50, 4.33, -5.31], [5.00, 3.06, -3.89], [2.58, 2.26, -3.92], [2.11, 3.87, -4.64], [3.25, 5.20, -2.81], [1.09, 3.33, -2.13], [0.82, 5.02, -2.55], [2.06, 5.53, -0.48], [2.60, 3.89, -0.13], [0.97, 5.67, 1.68], [1.45, 3.94, 1.81], [-0.41, 4.43, 1.92], [-2.82, -8.24, -1.95], [-1.78, -7.44, -2.53], [-1.91, -6.08, -2.05], [-0.67, -5.24, -2.73], [-1.05, -3.91, -2.34], [-0.27, -2.86, -3.10], [-0.79, -1.51, -2.64], [0.25, -0.59, -3.23], [0.07, 0.70, -2.87], [-3.89, -7.83, -2.51], [-2.97, -8.30, -1.02], [-2.51, -9.37, -2.32], [-2.14, -6.05, -1.07], [-2.78, -5.73, -2.71], [-0.84, -5.32, -3.85], [0.42, -5.49, -2.42], [-0.84, -3.59, -1.53], [-0.29, -3.18, -4.16], [0.79, -3.01, -2.75], [-0.68, -1.45, -1.55], [-1.74, -1.13, -2.87], [-0.87, 1.17, -2.70], [0.57, 1.15, -3.57], [0.50, 0.90, -1.74], [3.23, 0.08, -0.87], [4.41, -0.55, -0.31], [2.48, -0.67, -0.90], [3.20, 0.67, -1.67], [2.82, 0.50, 0.07], [4.49, -0.71, 0.51], [-0.80, 1.10, 0.54], [-1.21, 0.73, 1.84], [-0.74, 2.23, 0.45], [-1.28, 0.52, -0.34], [0.29, 0.90, 0.40], [-1.87, 0.13, 1.87], [-3.14, 3.41, -0.49], [-4.27, 3.82, -1.18], [-3.31, 3.01, 0.44], [-2.76, 4.45, -0.64], [-2.63, 2.69, -1.16], [-4.13, 4.03, -2.17]]}

---

Entry 4:
{"formula": "C6H11N", "method": "ωB97M-V/def2-TZVPD", "homo_energy_ev": [-0.70, -2.11], "e_above_lowest_ev": 2.377, "homo_lumo_gap_ha": [0.187, 0.236], "multiplicity": 2, "charge": -1, "symbols": ["C", "C", "C", "C", "C", "C", "N", "H", "H", "H", "H", "H", "H", "H", "H", "H", "H", "H"], "coordinates": [[-0.45, 1.77, 0.87], [-0.36, 0.24, 0.89], [0.70, -0.53, 0.18], [1.56, -1.18, 1.11], [-0.71, -1.45, -1.74], [0.50, -1.29, -1.12], [-0.81, 2.24, -0.38], [0.49, 2.00, 1.20], [-1.13, 2.09, 1.73], [-0.46, -0.10, 1.94], [-1.38, -0.07, 0.45], [1.60, -2.31, 0.86], [2.42, -0.63, 1.54], [-0.54, -1.82, -2.70], [-1.77, -1.53, -1.32], [1.42, -1.80, -1.60], [-0.83, 1.46, -0.98], [-0.25, 2.91, -0.93]]}

---

no.,E_tot (eV)
1,-54505.1452
2,-12278.8940
3,-57628.3242
4,-7886.0880